[1]
Computed, not measured: 10 unconnected molecules or ions with the total composition C66H145N13O10, with ωB97M-V with the def2-TZVPD basis set.

The HOMO-LUMO gap comes out at 0.298 Ha. The calculation puts the largest force on an atom at 4.6 eV Å⁻¹. Its total energy is -4065.6396 hartree. As for the highest occupied orbital energy: -7.732 eV.

Structure (XYZ):
```
234
C66H145N13O10 | the Open Molecules 2025 dataset | ωB97M-V with the def2-TZVPD basis set
C 12.12464 16.45034 27.42321
C 11.68870 17.83802 27.83670
C 10.15220 17.87447 27.73548
C 12.19878 18.06503 29.25817
C 12.22208 19.55955 29.75018
C 12.90294 20.47348 28.71586
C 12.33122 20.26965 27.28022
C 10.98684 20.98044 27.20794
C 13.25558 21.12207 26.39335
N 12.43903 18.80405 26.93921
O 12.06915 18.55776 25.60332
H 11.78396 15.83031 28.23541
H 11.66230 16.15129 26.47554
H 13.19586 16.39651 27.28742
H 9.92049 17.59498 26.68660
H 9.74886 17.04764 28.34786
H 9.61815 18.71448 28.16288
H 11.50993 17.36273 29.76095
H 13.27222 17.81910 29.34990
H 11.21016 19.81179 30.04673
H 12.75838 19.50446 30.70587
H 13.92842 20.25676 28.73994
H 12.70997 21.52383 28.95161
H 10.65525 21.07744 26.17649
H 11.06784 21.93964 27.72101
H 10.25689 20.34445 27.71824
H 14.29419 20.82680 26.44942
H 13.11299 22.17325 26.79758
H 12.96921 21.07520 25.34161
H 11.20180 18.98475 25.54571
C 18.69842 17.85271 12.50735
C 17.29743 17.38537 12.12912
C 16.89691 18.33690 10.97438
C 17.27739 15.93207 11.57515
C 17.29217 14.88438 12.60682
C 16.16025 15.15122 13.57068
C 16.22431 16.54044 14.21412
C 14.82992 16.68700 14.89062
C 17.26219 16.53901 15.26724
N 16.31498 17.55009 13.15539
O 16.51155 18.75823 13.84801
H 18.70916 18.92390 12.61744
H 19.06421 17.40196 13.45645
H 19.32455 17.60407 11.70062
H 17.15360 19.34627 11.22707
H 17.46382 18.11550 10.10736
H 15.84579 18.34785 10.70982
H 16.36683 15.79117 10.94109
H 18.17953 15.83736 10.89507
H 17.19800 13.89609 12.11874
H 18.22081 14.92381 13.15365
H 16.13820 14.43594 14.39840
H 15.17014 15.02484 13.03924
H 14.59104 15.71414 15.43650
H 14.06021 16.73413 14.13594
H 14.74946 17.55925 15.53933
H 17.39020 17.52349 15.70544
H 18.19476 16.18939 14.85540
H 16.95396 15.86244 16.07270
H 15.73977 19.20197 13.50880
C 17.74360 24.81860 16.41233
C 17.61902 23.51853 15.61457
C 16.95991 22.42546 16.47773
C 16.74166 23.82671 14.40551
C 16.59381 22.58172 13.52542
C 17.97782 22.21174 13.02179
C 18.98812 21.97673 14.11428
C 18.76490 20.66132 14.74273
C 20.40201 21.97537 13.51002
N 18.94725 23.16071 15.12053
O 19.91881 23.04684 16.13237
H 16.75755 25.18563 16.52269
H 18.25714 24.78048 17.38252
H 18.36629 25.55102 15.89414
H 16.13072 22.90455 17.01285
H 16.47103 21.61914 15.91002
H 17.61956 21.98279 17.18540
H 15.78804 24.14768 14.81203
H 17.11662 24.66179 13.86751
H 16.15919 21.71121 14.04735
H 15.86968 22.65912 12.69505
H 18.32141 22.99013 12.35703
H 17.83578 21.28614 12.43048
H 17.69929 20.38650 14.69221
H 19.03661 20.65554 15.81555
H 19.32994 19.77790 14.29099
H 21.00589 21.71342 14.35818
H 20.60338 22.94912 13.16906
H 20.46638 21.20549 12.69727
H 19.95509 22.13884 16.42332
C 21.79220 20.90699 26.63580
C 20.32018 20.47185 26.32693
C 19.50251 21.80821 26.24400
C 20.23197 19.75300 24.94657
C 18.97340 19.02359 24.63187
C 18.84773 17.93280 25.73218
C 18.62726 18.66296 27.07966
C 17.30802 19.45226 27.09170
C 18.41500 17.58962 28.19520
N 19.88604 19.43308 27.35019
O 19.85193 20.09551 28.61116
H 22.38644 20.01899 26.37578
H 22.14037 21.75236 26.04650
H 21.76479 21.19807 27.68554
H 19.14906 22.30283 27.12456
H 20.09615 22.51792 25.73329
H 18.52635 21.85308 25.68092
H 20.30797 20.51061 24.18386
H 21.02841 19.02359 24.88230
H 18.09780 19.65357 24.63805
H 19.09020 18.53090 23.64350
H 19.74867 17.27132 25.82945
H 18.00512 17.34624 25.50039
H 17.01571 19.58929 28.15168
H 16.45570 19.00634 26.60863
H 17.34962 20.50230 26.81541
H 19.31203 16.97906 28.25915
H 17.59991 16.86762 28.05187
H 18.33828 18.11411 29.20278
H 19.38641 20.94762 28.38734
C 13.24964 11.58359 15.21150
C 14.33296 11.23007 16.23056
C 14.82383 9.74545 16.02200
C 15.55485 12.17266 15.96052
C 16.72087 12.17194 16.92618
C 16.03264 12.53180 18.24028
C 14.91580 11.49767 18.71667
C 15.47257 10.10539 19.00325
C 14.42032 11.99760 20.06021
N 13.93230 11.51196 17.64549
O 12.73839 10.74733 18.04531
H 13.69754 11.65739 14.25356
H 12.55577 10.73666 15.33665
H 12.74597 12.58238 15.35083
H 15.80630 9.64648 16.45759
H 14.08157 9.02166 16.37952
H 14.97327 9.53813 14.97732
H 15.77300 11.96586 14.92967
H 15.22962 13.20053 15.88597
H 17.29868 11.27386 17.16094
H 17.43363 12.98844 16.75884
H 15.66967 13.59178 18.20334
H 16.75726 12.35260 19.05620
H 14.83292 9.27282 18.69907
H 15.69878 9.93724 20.07572
H 16.41635 9.98487 18.48889
H 13.86129 12.92813 19.88843
H 15.32734 12.24186 20.59383
H 13.81596 11.25603 20.65850
H 13.05543 9.86815 17.76051
C 21.78860 19.91932 16.85574
C 22.13158 20.68848 18.13768
C 22.75976 19.63258 19.05179
C 23.15046 21.83708 17.85593
C 23.22991 22.82662 18.96032
C 21.86038 23.28446 19.37746
C 20.82392 22.15493 19.77618
C 21.12369 21.57748 21.11108
C 19.40792 22.90066 19.85479
N 20.81703 21.31847 18.58379
O 19.82922 20.32879 18.65416
H 21.16336 20.43063 16.17895
H 22.74032 19.73011 16.40656
H 21.34371 18.97236 17.21985
H 23.40798 18.96250 18.47106
H 23.37013 20.20337 19.77686
H 22.03861 19.05565 19.65231
H 24.02724 21.26556 17.79494
H 22.85985 22.33572 16.92044
H 23.77469 22.34105 19.79976
H 23.72663 23.76844 18.68977
H 21.48102 23.98448 18.63960
H 21.85339 23.91271 20.24597
H 20.64365 22.12813 21.93944
H 22.19596 21.60690 21.35401
H 20.75187 20.57786 21.28848
H 19.16036 23.31163 18.90659
H 19.44933 23.60818 20.66896
H 18.69876 22.11988 20.01476
H 19.79332 19.89020 19.51220
C 14.75772 18.51967 18.15950
C 14.72317 18.04801 19.69181
C 14.16179 16.59543 19.71406
C 16.00646 18.14528 20.37026
C 16.37107 19.57412 20.72898
C 15.35871 20.31104 21.62552
C 13.94960 20.24620 21.02743
C 12.84021 20.41567 22.13065
C 13.96509 21.28976 19.90275
N 13.63060 18.80325 20.52724
O 12.43815 18.89124 19.87782
H 13.72376 18.55119 17.85809
H 15.30988 19.42826 18.02318
H 15.22736 17.77873 17.55125
H 13.39473 16.35610 18.98763
H 14.97087 15.88806 19.42388
H 13.64112 16.37746 20.61636
H 15.96411 17.53300 21.27236
H 16.83973 17.77038 19.69804
H 17.29870 19.44156 21.20228
H 16.66973 20.19487 19.77710
H 15.70286 21.33990 21.72573
H 15.39038 19.75115 22.58140
H 12.95152 21.34701 22.67782
H 12.92505 19.52617 22.73604
H 11.83960 20.40751 21.60583
H 13.31208 21.05522 19.01876
H 15.01085 21.41729 19.51368
H 13.65437 22.20354 20.26564
H 11.70282 18.33709 20.27568
N 13.88123 17.48417 23.26941
C 14.98230 17.22974 23.96235
N 14.95780 17.53337 25.32040
O 15.98589 16.74144 23.48241
H 13.90977 17.64757 22.26409
H 12.99118 17.68878 23.70371
H 14.15330 17.89236 25.81781
H 15.56913 16.90063 25.85662
N 9.05330 15.75727 19.59092
C 10.14998 16.51903 19.45957
N 10.47422 17.05585 18.27707
O 10.66585 16.89883 20.52094
H 8.74090 15.61123 20.49152
H 8.67338 15.23575 18.85796
H 11.35808 17.53888 18.26173
H 9.92185 16.81019 17.53423
N 18.57709 16.47287 21.53818
C 19.69600 17.21590 21.80826
N 20.66195 16.83707 22.64119
O 19.76288 18.32329 21.29619
H 18.03348 16.91802 20.79402
H 18.08928 15.80337 22.15041
H 21.39802 17.48173 22.78649
H 20.67111 15.88248 23.01608
```

Mulliken atomic charge list, values in e, 2 entries: -1.828, 1.432



[2]
Computed, not measured: 22 unconnected molecules or ions with the total composition C66H154N22O22, with ωB97M-V with the def2-TZVPD basis set.

The energy above the lowest of the compared OMol25 structures with the same formula, charge and spin comes out at 7.312 eV. The HOMO-LUMO gap comes out at 0.317 Ha. The calculation puts the largest force on an atom at 7.3 eV Å⁻¹. Its total energy is -5467.1924 hartree. As for the highest occupied orbital energy: -8.729 eV.

Structure (XYZ):
```
264
C66H154N22O22 | the Open Molecules 2025 dataset | ωB97M-V with the def2-TZVPD basis set
C 10.52422 -4.36163 -3.53184
C 9.05004 -4.49794 -3.43241
O 8.41341 -5.52769 -3.79017
N 8.40338 -3.46149 -2.91832
C 6.94422 -3.32162 -2.86361
H 10.78027 -4.49907 -4.58239
H 11.07562 -5.04760 -2.88880
H 10.71791 -3.32089 -3.27212
H 8.90805 -2.75354 -2.40430
H 6.47760 -4.30670 -2.86221
H 6.70200 -2.74805 -3.75828
H 6.50523 -2.67237 -2.10607
C -6.28742 6.21850 -4.13509
C -5.91052 4.82960 -3.79373
O -6.62456 3.89145 -4.00105
N -4.77490 4.68790 -3.09335
C -4.14430 3.37313 -2.66052
H -5.35949 6.76537 -4.30240
H -6.95824 6.59492 -3.36282
H -6.81470 6.21431 -5.08906
H -4.16532 5.46751 -2.89150
H -4.36658 2.59827 -3.39419
H -4.49826 2.97335 -1.71026
H -3.06191 3.40471 -2.53588
C -6.56382 4.70892 -0.29503
C -7.17224 5.22685 1.00279
O -6.51485 5.27185 2.06694
N -8.30979 5.89115 0.73357
C -9.03466 6.54151 1.80641
H -6.80595 5.43159 -1.07428
H -6.89731 3.69859 -0.53193
H -5.49474 4.64438 -0.09254
H -8.72382 5.88731 -0.18767
H -9.66696 5.79238 2.28297
H -9.56039 7.42935 1.45507
H -8.35608 6.96354 2.54769
C 3.31940 -2.52421 -5.66127
C 3.55009 -1.60002 -4.46564
O 3.72971 -0.40673 -4.61036
N 3.36347 -2.08786 -3.25211
C 2.83948 -3.35334 -2.85019
H 4.26271 -2.79934 -6.13303
H 2.69750 -2.01745 -6.39920
H 2.64306 -3.36181 -5.49067
H 3.40709 -1.60568 -2.36571
H 3.41663 -4.21531 -3.18484
H 1.78403 -3.51266 -3.07094
H 2.83618 -3.26311 -1.76393
C 4.62184 1.58394 -2.05604
C 4.81666 2.78816 -2.94842
O 5.80836 3.43654 -2.85686
N 4.04358 2.78753 -4.04195
C 4.21881 3.78767 -5.05260
H 3.56006 1.35694 -1.96020
H 4.82860 1.74606 -0.99818
H 5.07232 0.62355 -2.30667
H 3.44085 1.98149 -4.12637
H 4.59278 4.75213 -4.70899
H 3.38624 4.11574 -5.67494
H 4.84448 3.40922 -5.86094
C 5.73628 4.20899 2.89267
C 4.77753 4.82247 1.80217
O 4.74527 6.03615 1.59112
N 4.20832 3.96359 1.09691
C 3.48462 4.34062 -0.16509
H 6.65913 4.77701 3.01008
H 6.10271 3.20614 2.67333
H 5.07603 4.32753 3.75182
H 4.58520 3.03862 1.24699
H 2.79233 5.09029 0.21811
H 2.98463 3.47978 -0.60901
H 4.01199 4.93071 -0.91460
C 0.99020 4.68835 -2.19716
C 0.35869 4.95868 -3.51318
O -0.76459 4.46686 -3.79406
N 1.01436 5.71873 -4.38840
C 0.63224 6.05241 -5.72522
H 1.49192 3.72069 -2.19364
H 0.43240 4.82658 -1.27095
H 1.74186 5.44625 -1.97652
H 1.90701 6.12309 -4.14395
H 0.98993 5.49081 -6.58821
H 0.96391 7.07735 -5.89132
H -0.45722 6.01821 -5.71947
C -6.08888 0.39596 -2.64342
C -5.11646 0.02629 -1.45983
O -3.94165 -0.18685 -1.69651
N -5.64455 0.11694 -0.23989
C -4.89239 -0.18964 0.95805
H -6.78211 -0.30208 -3.11273
H -5.59219 0.91282 -3.46456
H -6.72694 1.17242 -2.22142
H -6.37878 0.79856 -0.11185
H -4.36220 -1.13491 0.84192
H -5.57639 -0.24604 1.80484
H -4.15650 0.60532 1.07894
C 2.89916 -1.18579 5.26247
C 4.15229 -0.37775 5.13058
O 5.13314 -0.86860 4.53435
N 4.13260 0.84913 5.64569
C 5.28211 1.74880 5.59766
H 2.02571 -0.71516 5.71381
H 3.15319 -2.16397 5.67080
H 2.37093 -1.46301 4.35022
H 3.47652 1.05133 6.38648
H 6.19006 1.22224 5.30363
H 5.45904 2.04676 6.63111
H 5.02623 2.63642 5.01905
C -2.19666 4.41959 0.57513
C -2.38242 5.80684 1.24456
O -1.39520 6.51562 1.36964
N -3.56899 6.00464 1.83570
C -3.88518 7.24922 2.55359
H -3.02294 4.19220 -0.09843
H -2.00619 3.65704 1.33033
H -1.41571 4.37417 -0.18392
H -4.27165 5.27915 1.82911
H -4.92463 7.57443 2.51011
H -3.33015 8.18361 2.47013
H -3.79786 6.97915 3.60599
C -5.48251 2.49284 3.53037
C -6.40598 1.67734 4.39918
O -7.34077 1.13774 3.82165
N -6.20906 1.64531 5.71856
C -7.10502 0.78110 6.57263
H -4.75051 1.69459 3.40754
H -5.06281 3.38530 3.99459
H -6.03143 2.78506 2.63517
H -5.35879 2.00573 6.12751
H -6.64959 0.54985 7.53553
H -7.23376 -0.20398 6.12416
H -8.09241 1.23116 6.67570
C -2.17256 -6.64642 -2.58441
C -1.87480 -5.22206 -2.08878
O -0.86346 -4.58498 -2.56476
N -2.88037 -4.61255 -1.38918
C -2.73014 -3.23589 -0.96856
H -3.03840 -7.08380 -2.08730
H -1.28838 -7.17963 -2.23511
H -2.34382 -6.52759 -3.65429
H -3.82494 -4.96671 -1.33967
H -3.57038 -2.62950 -1.30676
H -1.84867 -2.75576 -1.39354
H -2.67725 -3.06390 0.10648
C -2.59152 0.71106 6.66708
C -2.31228 2.22379 6.30555
O -2.95734 2.76569 5.41350
N -1.27429 2.91713 6.84644
C -0.83884 4.26844 6.48232
H -2.10388 0.30669 7.55410
H -2.36329 0.04048 5.83862
H -3.66319 0.71419 6.86612
H -0.76026 2.43379 7.56912
H -0.15923 4.37777 5.63716
H -0.58435 4.79682 7.40109
H -1.76505 4.83423 6.38170
C 0.87013 2.31797 -6.22534
C 0.24762 1.06148 -5.53862
O 0.57492 -0.05641 -6.01033
N -0.48011 1.22315 -4.48732
C -1.16726 0.16857 -3.76225
H 0.58474 2.37706 -7.27566
H 1.95965 2.32548 -6.25659
H 0.57406 3.20145 -5.65974
H -0.56435 2.19883 -4.24027
H -2.23614 0.27839 -3.94539
H -0.93885 0.21429 -2.69742
H -0.92157 -0.84729 -4.07169
C -1.44484 -3.24012 -5.38276
C -2.08147 -2.77382 -6.70657
O -3.00392 -3.29085 -7.24554
N -1.54778 -1.62827 -7.18936
C -1.78964 -0.85853 -8.43059
H -1.63464 -4.30532 -5.25080
H -1.99104 -2.83000 -4.53330
H -0.38838 -2.98634 -5.29562
H -0.84849 -1.27746 -6.55059
H -2.85997 -0.92706 -8.62499
H -1.26442 -1.13990 -9.34332
H -1.39834 0.14819 -8.28398
C 3.30310 -8.55616 -4.18175
C 2.92554 -7.90675 -2.87444
O 3.32478 -6.79122 -2.60059
N 2.15319 -8.56814 -1.97668
C 1.52688 -7.91429 -0.77467
H 3.80896 -7.95600 -4.93806
H 2.29505 -8.60293 -4.59376
H 3.68200 -9.57452 -4.09523
H 1.74139 -9.45461 -2.23109
H 2.24993 -7.25217 -0.29833
H 1.14640 -8.74325 -0.17787
H 0.79245 -7.13761 -0.98790
C 3.39648 -5.62298 3.82454
C 4.38685 -5.98135 4.95344
O 4.11445 -5.80574 6.14162
N 5.55400 -6.44783 4.53530
C 6.62385 -6.67441 5.44326
H 3.80458 -5.98978 2.88272
H 3.32523 -4.57634 3.52863
H 2.44820 -6.14254 3.96209
H 5.76468 -6.44297 3.54753
H 7.50074 -6.09043 5.16376
H 7.04416 -7.65018 5.19973
H 6.32910 -6.57839 6.48825
C 9.25793 -1.35061 -0.02405
C 8.09125 -1.45346 0.97831
O 8.11979 -0.83025 2.00690
N 7.06869 -2.14329 0.52390
C 5.80192 -2.24487 1.23240
H 9.35020 -0.32734 -0.38805
H 9.24017 -1.96697 -0.92288
H 10.23164 -1.50547 0.44071
H 7.12862 -2.29489 -0.47287
H 5.28538 -1.29248 1.35172
H 5.84476 -2.77212 2.18543
H 5.20630 -2.86688 0.56424
C 1.45077 5.80197 3.34616
C 1.88273 4.40952 3.74416
O 2.51700 4.25019 4.81620
N 1.46169 3.35469 2.97972
C 1.98185 1.97931 3.20517
H 1.79348 6.46714 4.13874
H 0.37866 5.82816 3.15123
H 2.06746 6.02818 2.47631
H 0.83228 3.54698 2.21358
H 1.75426 1.64234 4.21648
H 3.02660 1.89610 2.90574
H 1.32816 1.39144 2.56080
C -7.48460 -7.14703 1.12015
C -6.72543 -6.25219 1.98599
O -6.92034 -6.20835 3.19442
N -5.83033 -5.48802 1.42199
C -5.02620 -4.48242 2.20967
H -7.96278 -7.82059 1.83132
H -6.92792 -7.86891 0.52256
H -8.23561 -6.54820 0.60489
H -5.85013 -5.46227 0.41251
H -4.31619 -4.93497 2.90189
H -5.65128 -3.80764 2.79452
H -4.37318 -4.01702 1.47139
C 0.97387 -1.77638 -0.37274
C 0.62922 -0.37518 0.05052
O 1.49105 0.49617 0.01909
N -0.62600 -0.19685 0.43906
C -1.21951 0.99448 0.85851
H 0.76996 -2.01349 -1.41692
H 0.41144 -2.42115 0.30255
H 2.01080 -2.07138 -0.21193
H -1.33706 -0.85477 0.15335
H -0.45976 1.76960 0.95873
H -1.82421 0.87003 1.75682
H -1.86694 1.21445 0.00966
C -0.70246 -3.33883 3.39651
C -1.94732 -2.54909 3.26902
O -2.20601 -2.13707 2.20875
N -2.70844 -2.48047 4.41821
C -3.96225 -1.78006 4.53818
H 0.10208 -2.60362 3.41330
H -0.58938 -4.11425 2.63886
H -0.54531 -3.86751 4.33667
H -2.29197 -2.76908 5.29190
H -4.25968 -1.04898 3.78641
H -4.03123 -1.28714 5.50790
H -4.71920 -2.52948 4.30689
```

Mulliken atomic charge list, values in e, 2 entries: -0.960, 0.739



Q: The lowest highest occupied orbital energy belongs to which entry?
A: C66H154N22O22